C41H63AsGeN3ReSSi3 | wB97M-V/def2-TZVPD

```
! wB97M-V def2-TZVPD RIJCOSX def2/J DEFGRID3
* xyz 2 1
Re -0.211 -0.359 -0.064
As -0.378 -0.785 2.390
Ge -0.837 2.750 -1.060
S 2.011 0.431 -0.275
Si -0.414 -3.017 3.240
Si -2.412 0.418 2.680
Si 1.334 0.405 3.598
N 3.011 -0.536 -2.502
N 3.813 -1.481 -0.481
N -1.297 -1.578 -0.553
C 0.875 2.606 -3.453
C -1.528 1.277 0.123
C -3.172 -2.568 -1.669
C -3.903 -1.256 -1.645
C 0.255 -4.031 -0.720
C 0.670 5.625 1.589
C 3.050 -0.671 -1.193
C -3.758 -3.693 -2.226
C -1.914 1.798 1.518
C -3.439 5.800 -2.380
C 2.033 5.662 1.330
C -0.386 0.622 -3.022
C -4.468 5.089 -2.977
C -1.870 -2.698 -1.152
C 3.685 -1.284 -3.574
C -2.389 5.125 -1.770
C -1.785 -4.997 -1.788
C -0.617 -2.799 5.083
C -0.017 1.911 -2.636
C -2.774 0.959 4.423
C 1.033 0.723 -4.956
C -1.150 -3.897 -1.226
C 1.748 2.037 2.791
C 1.202 -3.855 2.800
C 6.238 -1.643 -1.013
C -3.407 3.030 -2.350
C 1.752 3.978 -0.363
C 2.780 -0.780 3.617
C 0.701 0.718 5.317
C -3.078 -4.901 -2.275
C -0.148 4.764 0.872
C 1.401 2.015 -4.596
C 2.573 4.839 0.353
C -1.917 -3.827 2.494
C -2.366 3.733 -1.744
C -3.761 -0.672 2.001
C 2.932 -2.551 -3.943
C 0.129 0.023 -4.168
C -4.453 3.701 -2.963
C 4.912 -2.373 -0.890
C 0.381 3.922 -0.111
H 6.497 -1.145 -0.079
H -2.739 2.515 1.427
H -4.128 -1.346 2.776
H 6.213 -0.891 -1.801
H -2.092 -3.541 1.456
H 3.427 -3.047 -4.777
H -2.430 0.234 5.160
H 2.081 2.575 -5.224
H 0.867 -4.568 -1.445
H -1.811 -4.913 2.531
H 3.727 -0.598 -4.418
H -5.280 5.616 -3.458
H 0.724 -3.064 -0.523
H 2.286 0.096 -2.827
H 2.766 2.042 2.402
H -4.770 -1.295 -2.300
H 0.242 6.277 2.339
H 1.158 3.623 -3.210
H 1.421 0.279 -5.864
H 0.343 -2.745 5.599
H 1.717 -3.377 1.967
H -3.409 1.944 -2.351
H -4.256 -1.010 -0.640
H -2.804 -3.560 3.069
H 2.915 -1.278 2.655
H 1.028 -4.896 2.527
H 4.962 -3.141 -0.118
H -0.201 -0.967 -4.460
H -1.171 -3.644 5.497
H -4.608 -0.074 1.658
H -1.184 -1.898 5.322
H -3.554 -5.769 -2.710
H -1.253 -5.938 -1.849
H 1.524 1.127 5.908
H 2.670 6.342 1.879
H -0.099 1.458 5.313
H -1.212 4.756 1.081
H 1.671 2.825 3.544
H -1.586 5.696 -1.319
H -3.404 -1.279 1.167
H 2.193 3.352 -1.129
H -3.268 -0.436 -1.979
H -4.759 -3.619 -2.632
H 2.889 -3.250 -3.106
H 2.629 -1.561 4.364
H 1.911 -2.318 -4.243
H 7.029 -2.354 -1.245
H -5.253 3.146 -3.434
H 0.278 -4.604 0.207
H -2.440 0.983 -0.406
H 4.633 -2.880 -1.810
H 1.871 -3.847 3.661
H -2.322 1.922 4.658
H -3.450 6.881 -2.391
H -1.143 0.079 -2.460
H 4.714 -1.485 -3.286
H -1.087 2.348 1.982
H 3.702 -0.254 3.872
H 3.743 -1.313 0.514
H -3.854 1.059 4.544
H 1.092 2.323 1.971
H 3.634 4.873 0.143
H 0.343 -0.178 5.823
*
```

Calculated values
- relative energy (zero: lowest compared OMol25 entry of this formula, charge and spin) (kJ/mol) = 0.0
- frontier orbital gap (eV) = 6.83
- E (eV) = -201953.489

---

C41H63BrClN10O6PS2 | wB97M-V/def2-TZVPD

```
! wB97M-V def2-TZVPD RIJCOSX def2/J DEFGRID3
* xyz 0 1
Br 4.876 2.515 -0.184
Cl 1.407 2.334 -0.953
S 2.703 -0.925 -0.716
S 7.261 -2.087 1.200
P 4.212 2.546 -2.348
O 1.054 -1.616 -8.263
O 1.007 -0.665 -1.003
O 1.343 0.785 -7.622
O 3.009 -0.134 0.561
O 2.887 -2.482 -0.568
O 5.760 2.420 -3.240
N 0.693 -6.524 7.454
N -3.254 4.169 -2.740
N -3.448 1.958 -1.376
N -9.971 3.883 -4.834
N -1.089 2.864 1.673
N -0.759 0.139 -2.408
N -4.836 2.342 -3.500
N -4.639 4.092 5.660
N 1.267 -7.028 1.650
N 3.067 -5.900 9.385
C -0.336 3.279 -3.120
C -2.577 4.013 2.859
C -6.128 5.241 6.846
C 3.629 -0.437 -2.269
C -7.919 3.351 -4.164
C 0.536 -0.419 -7.884
C 0.501 -4.945 1.783
C 5.143 -5.190 9.738
C 2.067 -6.260 0.844
C 6.953 -2.075 -0.664
C 5.219 -0.798 -2.323
C -0.654 2.850 2.973
C 2.543 0.014 -5.430
C -1.131 -0.400 -7.770
C 3.494 0.985 -4.555
C -5.112 4.782 7.719
C 2.651 0.461 -7.031
C -3.878 2.800 -2.595
C -9.228 3.479 -3.755
C 0.313 -6.233 2.231
C -4.205 4.078 6.960
C 0.902 2.363 -3.681
C 1.598 1.367 -2.569
C -5.808 4.803 5.580
C 6.083 -0.677 -0.962
C 3.199 1.018 -2.907
C -2.258 3.575 1.593
C 0.772 -0.041 -2.308
C -7.870 3.695 -5.536
C 1.505 -6.226 5.407
C 3.198 -5.716 10.737
C 1.611 -4.962 0.904
C -1.309 3.556 -4.452
C 0.583 -5.189 5.681
C -9.150 4.023 -5.923
C 4.250 -5.587 8.769
C 0.094 -5.399 6.951
C -1.562 3.554 3.732
C 1.552 -7.038 6.518
C 4.477 -5.272 10.984
C -2.638 4.425 -4.108
H -2.454 5.556 -4.306
H -1.582 -0.226 -8.858
H 1.429 -0.088 -5.104
H -6.997 5.827 7.111
H 2.888 -6.702 0.296
H -1.509 0.452 -7.037
H -3.338 0.954 -1.652
H -2.605 4.409 -1.959
H -0.417 -6.652 2.911
H -5.043 3.073 -4.167
H 4.354 -5.672 7.695
H 0.304 -4.376 5.022
H 5.839 3.192 -3.874
H 6.130 -1.452 1.807
H 2.371 -5.915 11.406
H -6.312 4.935 4.632
H 3.303 1.444 -7.090
H 1.012 -0.880 -3.121
H 3.020 -1.080 -5.392
H -0.619 2.419 0.895
H -0.918 0.255 -3.443
H -0.096 -4.086 2.059
H -5.050 4.949 8.787
H 1.756 3.128 -4.008
H 2.032 -4.118 0.373
H 5.795 -0.178 -3.167
H 6.927 0.147 -1.152
H -9.692 3.317 -2.792
H 0.260 2.341 3.246
H 4.887 -5.033 11.957
H 2.074 -6.367 4.497
H -9.547 4.341 -6.878
H 0.005 4.332 -2.682
H -4.170 3.647 4.882
H 4.621 0.671 -4.793
H 3.395 2.085 -5.004
H -7.089 3.044 -3.541
H -1.500 3.721 4.800
H -3.290 3.569 7.233
H 0.528 -6.914 8.373
H -2.762 3.707 0.645
H 5.526 -0.343 0.003
H -10.968 4.053 -4.827
H -1.607 2.554 -4.991
H -1.032 2.760 -2.336
H 8.007 -2.051 -1.213
H -0.650 4.222 -5.187
H 5.340 -1.933 -2.686
H -3.412 4.135 -4.955
H -4.255 1.945 -0.683
H 2.229 -6.219 8.917
H -1.117 -0.845 -2.213
H -3.447 4.599 3.125
H 6.308 -3.013 -0.936
H 3.259 -0.366 -7.616
H -6.995 3.704 -6.173
H 2.122 -7.934 6.722
H 1.367 -8.024 1.795
H -0.627 -4.845 7.538
H 0.520 1.832 -4.650
H 6.165 -4.876 9.567
H 3.166 -1.218 -3.058
H -1.500 -1.449 -7.381
*
```

Calculated values
- relative energy (zero: lowest compared OMol25 entry of this formula, charge and spin) (kJ/mol) = 1078.6
- frontier orbital gap (eV) = 7.68
- SMILES = [H]/N=C(/N)NCCCC[C@@]1(Cl)[C@H](N)OS(=O)(=O)[C@H](CCCS)[C@]1(CCCOC(C)=O)P(O)Br.c1cc[nH]c1.c1cc[nH]c1.c1cc[nH]c1.c1cc[nH]c1.c1cc[nH]c1.c1cc[nH]c1
- E (eV) = -184237.016

---

These records have molecular weight values of 1048.04; 1002.48 Da, in the order they appear.